Entry 1:
The following is a DFT calculation (ωB97M-V with the def2-TZVPD basis set) of 10 unconnected molecules or ions with the total composition C30H64NO18P.

```
114
Properties=species:S:1:pos:R:3:forces:R:3:lowdin_charge:R:1
N 58.3970 58.6180 44.8900 -3.550 1.467 -4.124 0.227
H 58.6190 59.0730 43.9110 -0.209 0.411 1.828 0.135
H 58.3730 57.7550 44.3180 -1.400 -1.016 0.792 0.068
H 57.3680 58.9870 45.0890 2.076 -1.435 -1.284 0.151
H 58.9730 58.5870 45.6640 1.990 0.161 1.454 0.022
P 56.4920 58.0840 42.4230 -1.953 -3.013 1.977 -0.387
O 57.8650 57.9710 41.9650 8.590 -1.267 -0.809 -0.389
O 56.2750 57.0540 43.6240 -0.251 -1.232 0.184 -0.499
O 55.7090 58.0460 41.2020 -4.204 -1.572 -3.502 -0.415
O 56.3480 59.3740 43.0650 -0.726 6.932 4.441 -0.400
O 61.0730 60.0130 45.7470 -0.394 1.371 1.185 0.083
C 62.1130 60.2070 46.3390 -0.760 -2.111 -0.311 -0.539
O 62.2830 60.7230 47.5830 3.183 -0.082 -0.913 -0.026
C 61.2460 61.4040 48.2810 0.700 0.914 -0.695 -0.263
C 60.9510 62.6720 47.6360 -0.280 4.693 -2.988 -0.111
C 63.2810 59.5570 45.6420 5.302 1.209 -2.118 -0.024
H 61.4830 61.7090 49.3010 0.294 -1.552 0.155 0.137
H 60.5360 60.7340 47.9990 -3.488 -1.583 1.152 0.069
H 61.9900 63.2750 47.4270 -2.483 -1.203 0.747 0.128
H 60.1790 63.3810 48.1960 1.823 -1.685 -0.866 0.113
H 60.4940 62.5450 46.5790 0.732 0.071 1.677 0.094
H 63.1940 58.5400 45.1800 -1.255 1.132 0.340 0.078
H 64.3410 59.3890 46.1260 -2.141 0.939 0.057 0.091
H 63.6420 60.3140 44.6880 -1.363 -2.089 2.555 0.154
O 60.4270 53.2160 42.5440 -1.334 1.516 -0.916 0.010
C 59.5230 54.0510 42.3450 0.467 -3.531 0.427 -0.458
O 58.5340 53.7000 41.4450 2.370 -0.757 1.137 -0.004
C 57.4050 54.5290 41.2910 0.467 -1.206 -3.095 -0.230
C 56.4110 53.9660 40.2850 6.269 -0.443 -1.836 -0.018
C 59.3840 55.2260 43.1940 -5.637 -0.009 -0.453 -0.005
H 57.7710 55.4510 41.0610 0.589 2.924 -1.375 0.087
H 56.9800 54.7190 42.1620 -2.334 0.385 4.243 0.060
H 56.9190 53.8690 39.2320 -0.832 -0.222 1.904 0.118
H 55.7110 54.6380 40.1650 -3.882 3.504 -0.441 0.017
H 56.0560 53.0870 40.6470 -1.185 -2.851 0.669 0.032
H 59.3700 56.1310 42.6850 -0.729 1.815 -1.693 0.037
H 59.9790 55.4340 43.9480 3.989 -0.360 3.361 -0.002
H 58.3460 55.2940 43.7970 1.508 -0.321 -1.933 0.140
O 57.2790 63.1290 41.3400 2.186 0.717 1.639 0.083
C 58.2730 63.2370 42.0840 -4.288 -2.253 -2.002 -0.566
O 59.2270 64.0590 41.8590 2.523 2.731 1.797 0.000
C 59.2370 65.0730 40.8230 -0.533 -2.993 -0.016 -0.191
C 60.3500 66.0070 40.9930 -4.217 2.482 -0.177 -0.061
C 58.4040 62.4520 43.3410 -2.170 -0.273 1.773 0.014
H 58.2440 65.4570 40.5610 0.307 -0.093 0.399 0.141
H 59.5970 64.3710 40.1310 -0.259 -0.195 -2.679 0.100
H 61.2440 65.6040 41.0620 4.298 -2.243 -0.442 0.025
H 60.2570 66.5460 41.8850 -0.413 1.290 1.427 0.066
H 60.1650 66.6700 40.1560 0.844 0.471 -0.201 0.095
H 58.2630 63.1780 44.1810 -0.520 -0.218 -0.543 0.089
H 59.2790 61.9950 43.7290 1.579 -0.436 -0.850 0.049
H 57.6060 61.6530 43.3890 0.536 0.827 -0.276 0.097
O 59.7490 61.2010 39.2940 -0.911 -0.422 -0.276 0.129
C 60.8230 61.2490 39.8030 0.774 2.638 -1.689 -0.575
O 61.3290 60.4880 40.7080 0.483 -1.873 1.642 -0.003
C 60.6250 59.2940 41.1870 -1.601 -2.431 -1.682 -0.262
C 61.6410 58.3810 41.7750 3.242 2.311 -0.604 -0.099
C 61.8490 62.4150 39.3940 -1.616 -2.908 0.988 0.031
H 60.1530 58.6230 40.3890 0.030 2.010 0.469 0.149
H 59.8440 59.4390 41.9400 -0.170 0.740 -0.501 0.095
H 62.4540 58.0320 40.7810 -2.329 0.610 3.616 0.161
H 61.1460 57.6620 42.4430 0.512 -0.328 -0.798 0.058
H 62.1090 59.2130 42.4680 0.427 -2.191 -0.864 0.083
H 62.7820 61.9420 39.1820 0.793 0.004 -0.186 0.058
H 61.8880 63.0140 40.2620 0.355 1.056 0.794 0.047
H 61.3890 62.8640 38.5620 -0.253 0.849 -0.973 0.054
O 57.9130 61.9540 49.3260 -3.216 -0.120 -0.448 0.055
C 56.7820 61.7190 48.8800 0.507 0.334 0.856 -0.329
O 55.5350 62.0900 49.5670 2.451 -2.623 -4.436 -0.091
C 55.5830 62.8260 50.7110 -1.483 -1.890 1.739 -0.267
C 54.1410 62.5870 51.3700 -1.085 0.623 0.107 -0.068
C 56.5810 60.9530 47.5400 -5.937 1.894 3.927 0.059
H 55.8610 63.7960 50.4070 -0.126 1.715 0.447 0.102
H 56.3660 62.3780 51.3260 -0.006 0.460 0.548 0.112
H 53.2470 62.3510 50.6620 1.890 1.229 0.357 0.081
H 53.8650 63.5110 52.0040 0.271 -1.669 -0.733 0.077
H 54.0190 61.6180 51.9350 1.029 1.169 0.058 0.059
H 57.4810 60.7150 47.2760 5.072 -1.336 -2.197 0.004
H 55.9420 61.5230 46.8750 0.390 0.291 -0.384 0.107
H 55.9750 60.0640 47.7500 0.355 -0.026 0.018 0.065
O 52.3550 61.1690 45.7060 0.542 -1.990 0.714 0.063
C 53.0120 60.1440 45.9210 -0.191 2.349 -2.681 -0.433
O 53.3740 59.7990 47.1570 1.394 -1.278 0.284 -0.055
C 52.6170 60.0580 48.3230 -2.460 -9.162 -2.770 -0.231
C 53.3100 59.3830 49.4350 0.446 3.105 3.808 -0.071
C 53.6890 59.2790 44.8410 -11.956 4.353 -1.012 0.059
H 51.5870 59.4480 48.0460 1.895 1.893 1.184 0.185
H 52.4620 60.9730 48.4230 -1.530 8.100 0.989 0.024
H 53.2790 58.3770 49.3650 -0.679 -3.412 -0.154 0.016
H 52.9160 59.6960 50.6350 1.220 -0.707 -3.778 0.159
H 54.3780 59.5650 49.2820 0.022 0.552 0.729 0.064
H 53.6530 59.5090 43.7420 -1.307 0.489 0.895 0.146
H 53.5410 58.3240 44.9130 -1.392 -5.601 0.830 0.026
H 54.5630 59.3390 44.8040 14.182 1.304 0.760 -0.075
C 62.8160 56.0360 47.2300 -4.085 -0.716 0.198 0.010
C 61.4920 56.8260 47.1270 -4.090 -3.771 -6.615 -0.392
O 60.7640 56.6730 46.0350 3.651 1.040 4.829 -0.002
C 60.9950 57.5960 48.2280 -3.424 -0.534 1.008 -0.028
H 62.8750 55.3550 48.0610 0.023 0.016 0.484 0.089
H 63.4740 56.7750 47.2360 3.672 3.045 0.663 0.019
H 62.9460 55.5450 46.3230 0.025 -1.163 -1.520 0.069
H 60.4970 56.9690 49.0540 0.578 0.587 -1.432 0.141
H 60.3140 58.4280 47.9690 0.431 -0.606 0.012 0.095
H 61.8740 57.8720 48.6160 3.093 2.139 2.393 0.033
C 55.1360 56.7610 46.8480 2.172 2.330 2.682 -0.013
C 56.6110 56.6880 47.3900 1.219 4.869 -0.063 -0.254
O 57.2020 57.8410 47.8630 -3.134 -6.857 -2.312 -0.108
C 57.4070 55.3750 47.1570 -3.599 1.298 -0.605 -0.004
H 54.5720 55.9030 47.0630 -0.924 -1.227 1.631 0.054
H 55.0010 56.6590 45.8150 1.114 0.741 -2.416 0.037
H 54.7640 57.7620 47.2230 -0.135 -1.452 -0.547 0.078
H 58.3020 55.6000 47.5520 3.788 0.446 0.537 0.008
H 57.3070 55.0990 46.0900 0.437 0.355 0.453 0.102
H 57.0270 54.5670 47.7570 -0.673 -0.369 0.243 0.070
```
Positions in Å, forces in eV/Å.

Output
* net charge: -2
* maximum force: 0.2774 hartree/bohr
* M: 757.80 g/mol
* energy above the lowest of the compared OMol25 structures with the same formula, charge and spin: 1.218 eV
* electronic energy: -79768.8366 eV
* E_HOMO: 0.71 eV
* orbital gap: 2.787 eV

Entry 2:
The following is a DFT calculation (ωB97M-V with the def2-TZVPD basis set) of 4 unconnected molecules or ions with the total composition C30H65B3NO13.

```
112
Properties=species:S:1:pos:R:3:forces:R:3:lowdin_charge:R:1
C 1.7715 -4.5694 -1.8268 -0.052 -0.277 -0.194 -0.066
C 1.8874 -3.5958 -2.9959 -0.183 0.185 0.029 -0.262
O 0.9007 -2.5898 -2.8572 0.005 0.031 0.320 -0.147
C 1.3383 -1.2605 -3.0976 -0.011 -0.086 -0.261 -0.211
C 0.2023 -0.2956 -2.8296 0.173 0.147 -0.096 -0.051
C -0.4904 -0.1885 -1.4523 -0.302 -0.112 -0.093 -0.365
C -2.0322 -0.1675 -1.7033 -0.081 -0.092 -0.212 -0.275
C -2.5757 -1.4983 -2.2463 -0.275 0.240 0.195 -0.049
C -2.5359 0.9207 -2.6737 0.019 0.118 0.010 -0.198
C -2.1316 2.3894 -2.4455 -0.216 0.066 -0.183 -0.067
O -0.0904 1.0182 -0.8270 0.233 -0.115 0.052 -0.017
B -0.4758 0.9321 0.6361 -0.320 -0.102 0.368 -0.675
C 0.6872 1.6222 1.5685 -0.152 0.087 0.031 -0.093
C 0.9478 3.0521 1.0503 -0.028 -0.032 0.123 -0.211
C 2.4225 3.4665 0.9005 -0.301 -0.078 -0.117 -0.204
C 2.6258 4.3844 -0.3109 -0.049 -0.187 0.147 -0.215
C 2.9207 3.5655 -1.5682 0.108 0.270 0.069 -0.196
C 3.2260 4.4426 -2.7916 -0.290 0.060 0.130 -0.178
C 2.5801 3.9364 -4.0727 0.166 0.051 0.098 -0.245
O 1.1820 3.7845 -3.9438 -0.060 -0.268 -0.324 -0.198
C 0.4057 4.8913 -4.3178 0.018 0.157 0.156 -0.120
B -2.0069 1.6906 1.0809 0.026 -0.149 -0.240 -0.495
O -3.0417 1.0124 1.7475 0.176 0.557 0.414 0.094
O -2.3417 3.0168 0.8253 -0.035 0.042 -0.144 0.112
O -0.6800 -0.5617 0.8393 0.343 0.139 -0.012 -0.005
C -0.1747 -1.2177 -0.3445 -0.191 0.074 0.405 -0.150
B 1.3155 -1.5060 0.0559 0.260 0.093 -0.078 -0.587
N 2.4404 -0.6174 -0.1313 -0.321 -0.049 -0.156 0.204
O 1.5671 -2.7007 0.7230 -0.013 -0.038 -0.019 0.117
H 0.7974 -4.4196 -1.3636 0.047 -0.010 0.085 0.071
H 1.8305 -5.6102 -2.1552 0.068 0.026 -0.059 0.064
H 2.5378 -4.4085 -1.0736 -0.076 0.087 0.090 0.062
H 1.7183 -4.1123 -3.9483 0.117 0.017 -0.040 0.110
H 2.8792 -3.1308 -3.0260 0.038 -0.072 -0.062 0.112
H 1.6096 -1.1605 -4.1605 0.060 0.020 0.003 0.122
H 2.2379 -1.0448 -2.5147 -0.091 -0.035 0.042 0.100
H 0.5749 0.7109 -3.0471 -0.008 0.008 -0.029 0.132
H -0.5394 -0.5101 -3.6024 -0.030 -0.012 0.091 0.102
H -2.5097 -0.0046 -0.7334 0.156 0.035 0.029 0.134
H -2.3396 -1.6273 -3.3058 0.133 -0.125 0.041 0.074
H -2.2345 -2.3612 -1.6800 0.069 -0.057 -0.087 0.065
H -3.6672 -1.4797 -2.1699 0.011 -0.062 -0.043 0.079
H -3.6293 0.8534 -2.6576 0.012 -0.052 0.023 0.103
H -2.2594 0.6341 -3.6952 -0.011 -0.024 0.019 0.093
H -1.4601 2.7400 -3.2333 0.141 -0.079 0.124 0.052
H -1.6478 2.5439 -1.4906 0.052 0.010 0.012 0.050
H -3.0140 3.0364 -2.4829 0.006 -0.016 0.010 0.066
H 1.6238 1.0610 1.6090 0.068 -0.125 -0.159 0.071
H 0.3202 1.6380 2.6046 0.074 0.082 0.023 0.091
H 0.4639 3.1472 0.0720 0.089 0.045 -0.004 0.096
H 0.4489 3.7820 1.6968 -0.053 0.042 -0.104 0.108
H 2.7534 3.9592 1.8198 0.157 -0.097 0.013 0.100
H 3.0274 2.5683 0.7451 0.093 0.057 0.186 0.083
H 1.6973 4.9535 -0.4419 0.181 0.215 -0.122 0.111
H 3.4530 5.0845 -0.1469 -0.041 0.067 0.001 0.103
H 2.0688 2.9117 -1.7744 0.033 -0.048 0.039 0.112
H 3.7961 2.9609 -1.3290 -0.142 -0.204 -0.182 0.083
H 4.3072 4.5199 -2.9402 -0.002 0.071 -0.065 0.109
H 2.8564 5.4578 -2.6003 0.037 0.014 -0.062 0.106
H 2.9736 2.9503 -4.3345 -0.010 -0.033 0.059 0.121
H 2.8062 4.6168 -4.9056 0.001 -0.041 -0.038 0.107
H 0.2246 5.5628 -3.4708 0.021 0.034 -0.015 0.088
H -0.5563 4.5233 -4.6740 -0.014 -0.006 0.038 0.077
H 0.8845 5.4631 -5.1226 -0.015 -0.010 -0.017 0.079
H -2.6858 0.3462 2.3482 -0.110 -0.477 -0.413 0.064
H -3.2320 3.1839 1.1579 -0.053 0.026 0.052 0.081
H -0.7035 -2.1705 -0.4293 -0.070 0.027 -0.216 0.126
H 2.2214 0.2566 -0.5956 -0.010 0.027 0.076 0.077
H 3.2562 -1.0439 -0.5393 0.299 0.033 0.184 0.067
H 2.4206 -2.6424 1.1616 0.046 -0.044 0.026 0.085
O -3.5624 -0.7974 3.9688 0.111 -0.159 0.156 0.127
C -4.5730 -0.3746 4.4494 -0.122 0.015 -0.154 -0.499
O -5.2243 -1.1617 5.3512 0.060 0.071 0.038 -0.010
C -6.3748 -0.7118 6.0645 -0.041 -0.016 0.008 -0.253
C -7.6505 -0.8799 5.2647 0.027 -0.016 -0.056 -0.068
C -5.1669 0.9487 4.0356 0.028 0.050 0.167 0.013
H -6.2421 0.3165 6.4030 0.006 0.013 -0.008 0.108
H -6.4018 -1.3408 6.9540 -0.007 -0.002 -0.003 0.118
H -7.6377 -0.2719 4.3605 -0.005 0.018 0.019 0.069
H -8.5133 -0.5856 5.8645 -0.001 -0.005 0.010 0.077
H -7.7704 -1.9219 4.9687 -0.011 -0.002 0.005 0.081
H -5.7143 0.7885 3.1065 0.013 0.002 -0.017 0.103
H -4.3458 1.6206 3.8031 0.003 -0.038 -0.081 0.083
H -5.8280 1.4005 4.7697 -0.036 -0.017 -0.002 0.066
O -5.3550 -5.2467 -1.7045 -0.045 -0.020 -0.023 0.101
C -4.6684 -5.7382 -0.8513 0.107 0.004 0.011 -0.533
O -4.0442 -4.9353 0.0279 -0.115 -0.014 0.000 0.006
C -3.3377 -5.4436 1.1676 0.118 -0.040 0.043 -0.227
C -1.9322 -5.8928 0.8211 -0.028 0.070 -0.129 -0.055
C -4.4523 -7.2369 -0.7843 -0.085 0.007 0.074 0.004
H -3.9182 -6.2406 1.6367 0.006 0.002 0.019 0.107
H -3.3091 -4.6089 1.8650 0.005 0.042 -0.050 0.128
H -1.9433 -6.7035 0.0915 0.025 -0.020 0.032 0.064
H -1.4151 -6.2422 1.7153 -0.015 0.024 0.027 0.082
H -1.3643 -5.0633 0.3996 -0.004 0.019 0.035 0.079
H -3.6668 -7.4930 -1.4955 0.006 0.003 -0.002 0.093
H -5.3725 -7.7192 -1.1034 0.008 0.018 -0.060 0.085
H -4.1688 -7.6136 0.1936 0.032 -0.004 -0.002 0.063
O 5.3717 1.6874 -0.1943 0.281 -0.253 -0.018 0.107
C 6.0028 1.5048 0.8076 -0.103 0.205 -0.001 -0.509
O 6.3158 2.5866 1.5603 0.020 -0.019 0.034 -0.002
C 6.9016 2.4755 2.8568 0.003 0.032 0.055 -0.243
C 8.4082 2.3233 2.7989 0.004 -0.004 -0.066 -0.070
C 6.5003 0.1404 1.2278 -0.093 0.061 0.056 0.019
H 6.4295 1.6720 3.4236 0.000 -0.008 -0.005 0.114
H 6.6353 3.4096 3.3491 0.004 -0.001 0.004 0.123
H 8.7002 1.4018 2.2947 -0.003 -0.004 0.029 0.065
H 8.8234 2.3074 3.8076 -0.002 0.010 0.006 0.078
H 8.8469 3.1597 2.2548 0.005 0.006 0.012 0.081
H 7.4183 -0.0697 0.6778 -0.008 -0.003 -0.010 0.094
H 5.7469 -0.5820 0.9403 -0.094 -0.096 -0.114 0.081
H 6.6980 0.0354 2.2903 0.031 0.022 -0.006 0.067
```
Positions in Å, forces in eV/Å.

Output
* net charge: -1
* maximum force: 0.0139 hartree/bohr
* M: 680.28 g/mol
* energy above the lowest of the compared OMol25 structures with the same formula, charge and spin: 0.000 eV
* electronic energy: -62307.8501 eV
* E_HOMO: -3.35 eV
* orbital gap: 5.628 eV

> What is the orbital gap in the second record?

5.628 eV